1.
Formula: C23H48MoN2O2P2
Source: the OMol25 dataset
Level of theory: ωB97M-V/def2-TZVPD

XYZ file:
```
78
Properties=species:S:1:pos:R:3
Mo 0.124 -0.114 0.068
C 2.168 -0.222 0.291
O 3.332 -0.309 0.444
C -1.795 0.151 0.641
O -2.905 0.316 1.009
P 0.095 2.217 -1.101
C -0.341 2.200 -2.927
H -0.502 3.257 -3.190
C -1.238 3.361 -0.435
H -2.086 2.659 -0.354
C 1.741 3.132 -1.198
H 2.341 2.453 -1.825
C 1.326 -3.416 1.181
P -0.221 -2.534 0.582
H -0.795 -4.181 -1.081
H 2.065 -3.172 0.402
C -1.582 -3.564 1.378
H -1.316 -4.603 1.123
C -0.953 3.894 0.965
H -1.760 4.583 1.255
H -0.009 4.450 1.024
H -0.931 3.097 1.714
C -1.667 4.507 -1.361
H -0.852 5.214 -1.551
H -2.473 5.063 -0.864
H -2.066 4.157 -2.319
C 1.648 4.480 -1.918
H 1.133 4.425 -2.885
H 2.671 4.835 -2.121
H 1.158 5.236 -1.290
C 2.488 3.285 0.122
H 3.437 3.810 -0.068
H 2.747 2.316 0.570
H 1.934 3.890 0.854
C 0.820 1.694 -3.800
H 1.385 2.533 -4.236
H 0.429 1.104 -4.643
H 1.541 1.072 -3.249
C -1.650 1.452 -3.212
H -1.507 0.361 -3.160
H -1.974 1.706 -4.237
H -2.457 1.742 -2.523
C 1.151 -4.944 1.189
H 0.790 -5.333 0.226
H 0.466 -5.274 1.982
H 2.128 -5.413 1.382
C 1.891 -2.905 2.507
H 1.164 -2.919 3.327
C -1.473 -2.324 -1.942
H 2.273 -1.884 2.407
H 2.742 -3.543 2.795
C 0.929 -3.184 -1.917
H -1.282 -1.242 -1.902
H -1.449 -2.615 -3.001
H -2.490 -2.456 -1.562
C -0.423 -3.146 -1.187
H 0.776 -3.004 -2.988
H 1.406 -4.165 -1.803
H 1.658 -2.442 -1.563
C -2.962 -3.289 0.787
H -3.210 -2.220 0.843
H -3.714 -3.853 1.356
H -3.037 -3.633 -0.248
C -1.648 -3.456 2.902
H -2.030 -2.471 3.202
H -0.688 -3.627 3.402
H -2.361 -4.206 3.284
H 0.926 -0.620 -1.784
H 0.325 -0.053 -1.847
N 0.928 1.600 4.025
C 0.358 0.408 4.452
C -0.055 -0.235 3.327
N 0.300 0.528 2.224
C 0.863 1.637 2.676
H 1.309 2.342 4.607
H 0.305 0.101 5.481
H -0.591 -1.168 3.201
H 1.222 2.470 2.085
```

Total charge: +4
Molecular weight in g mol⁻¹: 542.537
2S+1: 3
Gap between HOMO and LUMO (spin up / spin down) in hartree: 0.1833 / 0.1647
Max |F| in eV/A: 8.9
E_LUMO (spin up / spin down) in eV: -16.9 / -17.4
Electronic energy in eV: -52091.5510

Atom charges from the Mulliken analysis, given in e for atoms 1 to 2: number 1, Mo, carries -1.09; number 2, C, carries 0.40

---

2.
Formula: C4H8NO
Source: the OMol25 dataset
Level of theory: ωB97M-V/def2-TZVPD

XYZ file:
```
14
Properties=species:S:1:pos:R:3
C 2.214 1.026 -0.523
N 1.239 0.337 -0.079
C 0.876 -1.136 0.096
C -0.096 0.009 0.344
O -1.135 0.314 -0.540
C -2.422 0.092 0.071
H 2.304 2.033 -0.308
H 3.082 0.441 -0.945
H 1.412 -1.624 0.849
H 0.818 -1.657 -0.815
H -0.423 0.033 1.386
H -2.300 -0.012 1.173
H -2.687 -0.866 -0.317
H -2.882 1.010 -0.393
```

Total charge: +1
Molecular weight in g mol⁻¹: 86.114
2S+1: 1
Gap between HOMO and LUMO in hartree: 0.3464
Max |F| in eV/A: 3.6
SMILES: C=[N+]1C[C@@H]1OC
E_LUMO in eV: -5.4
Electronic energy in eV: -7804.7423

Atom charges from the Mulliken analysis, given in e for atoms 1 to 2: number 1, C, carries -0.13; number 2, N, carries 0.07

---

3.
Formula: C3H4OS
Source: the OMol25 dataset
Level of theory: ωB97M-V/def2-TZVPD

XYZ file:
```
9
Properties=species:S:1:pos:R:3
C -0.785 0.277 -0.374
C 0.384 0.592 -0.359
C -2.282 0.240 -0.020
O 3.654 -0.404 0.685
S 3.043 -0.152 -0.809
H -2.190 0.212 1.028
H -2.533 -0.611 -0.709
H -2.697 1.197 -0.473
H 3.405 -1.349 1.031
```

Molecular weight in g mol⁻¹: 88.131
2S+1: 1
Gap between HOMO and LUMO in hartree: 0.2530
Max |F| in eV/A: 5.2
E_LUMO in eV: -2.5
Electronic energy in eV: -16051.3666

Atom charges from the Mulliken analysis, given in e for atoms 1 to 2: number 1, C, carries -0.31; number 2, C, carries 0.04

---

4.
Formula: C4H10N3
Source: the OMol25 dataset
Level of theory: ωB97M-V/def2-TZVPD

XYZ file:
```
17
Properties=species:S:1:pos:R:3
C 2.255 0.453 -0.886
C 1.119 1.074 -0.819
C 0.058 -1.306 -0.762
C -0.716 0.723 1.086
N 1.160 -1.764 -0.258
N -1.965 0.095 1.156
N -0.108 0.541 -0.393
H 3.237 0.024 -0.859
H 0.927 2.072 -1.207
H 0.049 -1.320 -1.818
H -0.900 -1.721 -0.327
H -0.034 0.319 1.837
H -0.846 1.764 1.236
H 1.421 -1.676 0.733
H -2.703 0.791 0.901
H -2.046 -0.855 1.429
H -0.907 0.785 -1.048
```

Total charge: +1
Molecular weight in g mol⁻¹: 100.145
2S+1: 1
Gap between HOMO and LUMO (spin up / spin down) in hartree: 0.3321 / 0.2773
Max |F| in eV/A: 4.1
E_LUMO (spin up / spin down) in eV: -5.0 / -5.9
Electronic energy in eV: -8767.6478

Atom charges from the Mulliken analysis, given in e for atoms 1 to 2: number 1, C, carries -0.33; number 2, C, carries -0.21

---

5.
Formula: C32H66As3CaN7O4
Source: the OMol25 dataset
Level of theory: ωB97M-V/def2-TZVPD

XYZ file:
```
113
Properties=species:S:1:pos:R:3
Ca -0.624 -0.004 0.379
C 3.122 -1.584 0.458
O 1.774 -1.560 0.908
C 1.684 -2.103 2.228
C 0.294 -2.636 2.432
O -0.622 -1.551 2.273
C -1.970 -1.913 2.606
C -2.609 -0.720 3.253
O -2.490 0.353 2.329
C -3.283 1.464 2.719
H 3.499 -2.609 0.466
H 3.758 -0.969 1.099
H 3.150 -1.200 -0.558
H 1.924 -1.318 2.952
H 2.413 -2.910 2.362
H 0.180 -3.058 3.437
H 0.055 -3.394 1.679
H -1.980 -2.792 3.257
H -2.499 -2.159 1.679
H -2.118 -0.452 4.196
H -3.665 -0.932 3.461
H -4.340 1.185 2.749
H -3.140 2.250 1.982
H -2.981 1.827 3.707
N -2.787 -1.331 -0.578
C -3.842 -0.432 -0.865
C -5.106 -0.872 -1.145
C -6.163 0.035 -1.394
C -5.946 1.378 -1.372
C -4.652 1.871 -1.068
C -4.371 3.255 -0.991
C -3.125 3.683 -0.644
C -2.146 2.709 -0.364
N -2.356 1.419 -0.447
C -3.600 0.975 -0.803
H -3.045 -2.301 -0.738
H -1.991 -1.180 -1.211
H -5.297 -1.935 -1.185
H -7.146 -0.356 -1.612
H -6.745 2.076 -1.572
H -5.161 3.963 -1.200
H -2.880 4.731 -0.568
H -1.155 3.024 -0.056
C 2.312 0.335 -2.647
As 1.482 1.325 -1.189
C 0.846 2.819 -2.272
C 3.115 2.072 -0.372
C 3.045 2.951 0.891
C 4.484 3.342 1.249
C 2.515 2.189 2.137
As 0.601 1.820 2.405
C 0.678 1.171 4.231
C -0.152 3.563 2.843
C 2.195 4.201 0.652
As 2.580 5.731 -0.566
C 3.822 5.122 -1.957
C 3.889 6.692 0.526
H 3.246 0.828 -2.926
H 1.626 0.348 -3.491
H 2.510 -0.704 -2.385
H 1.601 3.078 -3.016
H 0.625 3.700 -1.674
H -0.065 2.506 -2.782
H 3.604 2.637 -1.168
H 3.769 1.215 -0.176
H 5.058 2.463 1.543
H 4.495 4.041 2.084
H 4.999 3.811 0.416
H 2.819 2.743 3.035
H 3.008 1.213 2.205
H 1.220 1.899 4.838
H 1.174 0.206 4.292
H -0.337 1.063 4.611
H 0.549 4.116 3.475
H -1.069 3.392 3.409
H -0.385 4.156 1.966
H 2.070 4.725 1.606
H 1.184 3.886 0.372
H 3.321 4.477 -2.674
H 4.718 4.636 -1.581
H 4.121 6.026 -2.487
H 3.458 6.877 1.508
H 4.079 7.653 0.053
H 4.827 6.155 0.634
N -0.924 -0.186 -4.460
C -0.950 -0.894 -3.310
N -1.241 -2.209 -3.361
O -0.735 -0.354 -2.215
H -1.204 -0.584 -5.340
H -0.908 0.817 -4.380
H -1.309 -2.699 -4.238
H -1.090 -2.733 -2.483
C -2.371 -4.978 -0.070
N -1.213 -5.539 -0.714
C -1.460 -6.767 -1.448
C -0.136 -4.745 -0.972
N -0.256 -3.449 -0.888
N 1.012 -5.409 -1.345
C 2.055 -4.726 -2.070
C 1.426 -6.635 -0.682
H -2.854 -5.743 0.538
H -3.110 -4.623 -0.801
H -2.074 -4.144 0.564
H -2.411 -6.681 -1.980
H -1.518 -7.630 -0.784
H -0.673 -6.937 -2.177
H 0.680 -3.043 -0.920
H 2.841 -4.344 -1.409
H 1.638 -3.895 -2.637
H 2.519 -5.418 -2.772
H 0.652 -6.967 0.002
H 2.338 -6.455 -0.107
H 1.625 -7.430 -1.401
```

Total charge: +2
Molecular weight in g mol⁻¹: 877.769
2S+1: 1
Gap between HOMO and LUMO in hartree: 0.2874
Max |F| in eV/A: 0.9
E_LUMO in eV: -4.5
Electronic energy in eV: -253821.7964

Atom charges from the Mulliken analysis, given in e for atoms 1 to 2: number 1, Ca, carries 1.13; number 2, C, carries -1.21

---

6.
Formula: C3H7NOS
Source: the OMol25 dataset
Level of theory: ωB97M-V/def2-TZVPD

XYZ file:
```
13
Properties=species:S:1:pos:R:3
O -0.566 -1.616 1.723
C -0.987 -0.957 0.820
N -0.877 -1.280 -0.532
C 0.074 -0.565 -1.395
C 0.131 0.920 -1.215
S 1.062 1.479 0.305
H -1.651 -0.100 1.038
H -0.850 -2.275 -0.698
H -0.147 -0.866 -2.417
H 1.056 -1.024 -1.221
H -0.810 1.396 -0.986
H 0.769 1.325 -1.991
H 0.120 1.586 1.236
```

Molecular weight in g mol⁻¹: 105.162
2S+1: 1
Gap between HOMO and LUMO in hartree: 0.3708
Max |F| in eV/A: 1.9
SMILES: O=CNCCS
E_LUMO in eV: 0.7
Electronic energy in eV: -17596.4560

Atom charges from the Mulliken analysis, given in e for atoms 1 to 2: number 1, O, carries -0.50; number 2, C, carries -0.12